1.
Molecular formula: C4H11N2OS
Method: DFT, the ωB97M-V functional and the def2-TZVPD basis

Cartesian coordinates (Å):
N  -1.288  -0.494  1.890
C  -1.441  -0.087  0.440
C  -0.129  -0.272  -0.327
C  -0.378  -0.480  -1.836
S  -0.495  1.079  -2.831
N  0.987  0.637  -0.159
C  1.759  0.339  1.142
O  1.045  0.355  2.242
H  -1.211  -1.504  1.871
H  -0.390  -0.061  2.152
H  -2.166  -0.830  0.098
H  -1.788  0.942  0.408
H  0.238  -1.248  0.018
H  0.393  -1.075  -2.306
H  -1.415  -0.793  -1.987
H  0.816  1.421  -2.779
H  0.688  1.602  -0.105
H  2.224  -0.672  0.930
H  2.550  1.141  1.140

Results
Net charge: -1
Frontier orbital gap (Eh): 0.231
2S+1: 1
Structure (SMILES): NC[C@@H](CS)NC[O-]

---

2.
Molecular formula: C34H29N5ORuS
Method: DFT, the ωB97M-V functional and the def2-TZVPD basis

Cartesian coordinates (Å):
Ru  0.749  -0.423  0.776
C  -1.280  2.067  -2.213
C  -0.342  1.534  -1.320
N  -0.621  0.512  -0.547
C  -1.867  -0.053  -0.561
C  -2.858  0.416  -1.452
C  -2.516  1.495  -2.294
C  -4.140  -0.176  -1.422
C  -4.392  -1.141  -0.493
C  -3.423  -1.584  0.428
C  -2.141  -1.066  0.414
N  -1.080  -1.322  1.245
C  -0.970  -2.323  2.193
C  -1.771  -3.421  2.427
C  -1.509  -4.291  3.507
C  -0.477  -4.095  4.376
C  0.404  -3.015  4.148
C  1.497  -2.697  4.983
C  2.287  -1.619  4.697
C  2.050  -0.888  3.527
N  1.059  -1.176  2.714
C  0.186  -2.189  3.029
H  -1.007  2.913  -2.828
H  0.661  1.934  -1.257
H  -3.259  1.878  -2.984
H  -4.905  0.163  -2.109
H  -5.379  -1.585  -0.441
H  -3.732  -2.300  1.169
H  -2.600  -3.657  1.783
H  -2.173  -5.134  3.651
H  -0.315  -4.752  5.220
H  1.691  -3.310  5.855
H  3.118  -1.340  5.329
H  2.701  -0.074  3.239
C  -1.529  1.450  2.611
C  -0.293  2.207  2.244
C  -0.267  3.579  2.582
C  0.826  4.337  2.326
C  1.953  3.732  1.736
C  3.137  4.452  1.472
C  4.218  3.829  0.917
C  4.153  2.463  0.604
C  3.006  1.739  0.838
S  2.907  0.057  0.413
C  1.872  2.357  1.416
N  0.732  1.608  1.651
H  -1.706  1.559  3.683
H  -1.455  0.398  2.371
H  -2.394  1.879  2.100
H  -1.144  4.002  3.055
H  0.852  5.392  2.573
H  3.172  5.505  1.721
H  5.125  4.382  0.716
H  5.008  1.965  0.165
O  1.037  -3.097  -0.647
C  0.939  -2.107  -0.116
C  -0.898  -1.407  -5.118
C  0.474  -0.714  -5.101
C  1.521  -1.556  -5.845
C  0.370  0.688  -5.719
C  0.894  -0.572  -3.697
N  1.210  -0.477  -2.596
H  -1.295  -1.392  -6.133
H  -1.603  -0.893  -4.463
H  -0.815  -2.445  -4.795
H  1.258  -1.599  -6.902
H  1.552  -2.574  -5.455
H  2.514  -1.116  -5.753
H  0.045  0.598  -6.756
H  1.334  1.198  -5.702
H  -0.359  1.297  -5.182

Results
Net charge: +1
Frontier orbital gap (spin up / spin down) (Eh): 0.249 / 0.200
2S+1: 2

---

3.
Molecular formula: C34H44N6P2SSi2Yb
Method: DFT, the ωB97M-V functional and the def2-TZVPD basis

Cartesian coordinates (Å):
Yb  -1.145  0.214  1.103
C  0.901  3.781  -2.173
Si  -0.489  3.026  -1.200
C  -1.250  4.242  0.005
C  -1.818  2.690  -2.504
N  -0.138  1.543  -0.347
P  1.290  1.260  0.468
C  1.150  -0.115  1.472
P  0.836  -1.595  0.680
N  -0.624  -1.563  -0.095
Si  -1.591  -2.963  -0.473
C  -0.890  -4.625  -0.051
C  -3.219  -2.792  0.495
C  -2.003  -2.872  -2.307
C  0.605  -2.675  2.147
C  -0.527  -2.381  2.912
C  -0.699  -2.901  4.181
C  0.261  -3.769  4.694
C  1.364  -4.108  3.928
C  1.541  -3.557  2.661
C  2.116  -2.307  -0.366
C  3.440  -2.219  0.071
C  4.464  -2.736  -0.708
C  4.173  -3.329  -1.930
C  2.860  -3.394  -2.381
C  1.832  -2.877  -1.603
C  2.641  1.241  -0.735
C  2.387  0.648  -1.974
C  3.405  0.516  -2.908
C  4.680  0.987  -2.612
C  4.941  1.565  -1.377
C  3.927  1.683  -0.434
C  1.597  2.648  1.625
C  2.174  3.854  1.225
C  2.308  4.914  2.112
C  1.864  4.787  3.420
C  1.305  3.588  3.839
C  1.189  2.524  2.953
H  0.555  4.741  -2.571
H  1.161  3.137  -3.019
H  1.815  3.957  -1.614
H  -1.927  4.943  -0.497
H  -0.490  4.830  0.526
H  -1.824  3.706  0.768
H  -1.690  3.427  -3.304
H  -2.837  2.843  -2.121
H  -1.738  1.706  -2.983
H  -0.841  -4.763  1.031
H  0.112  -4.786  -0.458
H  -1.549  -5.397  -0.464
H  -3.258  -3.538  1.295
H  -4.094  -2.965  -0.143
H  -3.354  -1.817  0.975
H  -1.477  -3.651  -2.871
H  -1.703  -1.909  -2.732
H  -3.072  -3.025  -2.493
H  -1.312  -1.744  2.498
H  -1.581  -2.655  4.758
H  0.138  -4.183  5.687
H  2.103  -4.795  4.322
H  2.420  -3.815  2.081
H  3.657  -1.717  1.007
H  5.491  -2.666  -0.371
H  4.972  -3.735  -2.539
H  2.638  -3.839  -3.343
H  0.813  -2.891  -1.976
H  1.387  0.292  -2.198
H  3.209  0.048  -3.865
H  5.472  0.900  -3.346
H  5.938  1.920  -1.145
H  4.142  2.106  0.540
H  2.538  3.974  0.218
H  2.764  5.839  1.779
H  1.976  5.610  4.116
H  0.980  3.470  4.865
H  0.820  1.572  3.304
C  -5.538  0.719  -2.462
C  -5.439  0.971  -1.004
N  -6.380  1.382  -0.221
N  -5.784  1.447  1.013
C  -4.507  1.091  1.026
S  -3.454  1.053  2.357
N  -4.275  0.782  -0.272
N  -3.036  0.339  -0.724
H  -6.546  0.957  -2.792
H  -5.332  -0.329  -2.691
H  -4.827  1.338  -3.013
H  -6.317  1.741  1.816
H  -2.644  1.011  -1.378
H  -3.135  -0.561  -1.184

Results
Net charge: +1
Frontier orbital gap (spin up / spin down) (Eh): 0.305 / 0.298
2S+1: 2

---

4.
Molecular formula: C4H2INS
Method: DFT, the ωB97M-V functional and the def2-TZVPD basis

Cartesian coordinates (Å):
C  -1.504  1.982  0.044
C  -0.601  1.227  -0.329
C  0.448  0.122  -0.613
I  2.161  0.430  0.546
S  -0.313  -1.541  -0.642
C  0.501  -2.236  0.741
N  0.926  -2.724  1.684
H  -2.251  2.632  0.277
H  0.633  0.108  -1.709

Results
Frontier orbital gap (Eh): 0.349
2S+1: 1
Structure (SMILES): C#C[C@@H](I)SC#N

---

5.
Molecular formula: C31H50F3O27Rb
Method: DFT, the ωB97M-V functional and the def2-TZVPD basis

Cartesian coordinates (Å):
Rb  -6.153  2.525  15.764
C  -6.164  2.307  21.681
O  -6.959  3.229  20.917
O  -5.098  1.912  20.820
C  -5.791  2.808  23.190
F  -5.901  4.139  23.375
F  -6.597  2.341  24.175
F  -4.515  2.565  23.525
C  -8.386  3.230  21.272
C  -9.069  4.098  20.216
H  -8.896  3.671  19.228
H  -10.137  4.216  20.402
H  -8.643  5.100  20.267
H  -8.470  3.572  22.304
H  -8.827  2.233  21.286
H  -6.649  1.340  21.811
C  -12.080  0.317  11.353
C  -12.846  -0.122  10.289
C  -13.967  0.759  9.799
O  -14.663  0.564  8.731
C  -14.452  1.851  10.468
C  -13.668  2.389  11.530
C  -12.345  1.622  11.914
O  -11.515  2.084  12.719
O  -13.971  3.488  12.065
O  -12.523  -1.245  9.725
H  -11.279  -0.325  11.688
H  -15.288  2.463  10.163
C  -8.278  -4.390  16.058
O  -8.920  -4.295  17.301
C  -8.357  -4.213  18.527
O  -7.184  -4.475  18.824
O  -9.363  -3.712  19.298
C  -9.216  -3.751  20.645
H  -7.882  -5.405  16.034
H  -7.428  -3.709  16.030
H  -8.929  -4.254  15.194
H  -9.334  -4.797  20.931
H  -10.052  -3.293  21.173
H  -8.315  -3.251  21.001
C  -3.598  9.601  21.275
O  -2.984  9.521  22.478
C  -1.852  8.931  22.753
O  -1.237  8.272  21.884
O  -1.336  9.262  24.069
C  -2.227  9.906  25.028
H  -4.470  8.949  21.225
H  -2.942  9.383  20.432
H  -3.967  10.623  21.196
H  -2.616  10.838  24.617
H  -1.769  10.234  25.961
H  -3.003  9.243  25.410
C  -2.504  5.981  31.948
O  -1.967  4.751  31.743
C  -2.755  3.910  30.928
O  -3.656  4.151  30.122
O  -2.405  2.591  31.272
C  -2.982  1.408  30.615
H  -3.512  6.016  32.362
H  -2.511  6.555  31.021
H  -1.933  6.608  32.633
H  -3.817  0.986  31.174
H  -2.219  0.647  30.450
H  -3.381  1.718  29.649
C  -13.519  2.778  26.061
O  -13.915  2.023  27.213
C  -14.040  0.671  27.267
O  -13.929  -0.034  26.268
O  -14.001  0.301  28.566
C  -13.765  -1.028  28.926
H  -13.320  3.835  26.241
H  -14.257  2.642  25.271
H  -12.633  2.237  25.728
H  -13.848  -1.256  29.989
H  -12.762  -1.361  28.660
H  -14.498  -1.565  28.325
C  -8.875  9.330  25.901
O  -8.347  9.867  24.618
C  -8.809  11.085  24.325
O  -9.695  11.710  24.994
O  -8.494  11.369  23.068
C  -9.019  12.373  22.221
H  -8.380  9.661  26.814
H  -8.710  8.257  25.805
H  -9.951  9.468  26.004
H  -9.926  12.038  21.717
H  -8.390  12.699  21.393
H  -9.394  13.289  22.678
C  2.464  4.298  26.707
O  3.633  3.589  26.416
C  3.789  2.911  25.321
O  3.013  2.936  24.356
O  4.876  2.194  25.520
C  5.112  1.210  24.545
H  2.415  4.570  27.761
H  1.558  3.755  26.437
H  2.434  5.189  26.078
H  4.350  0.442  24.674
H  6.063  0.751  24.813
H  5.288  1.612  23.547
C  -7.304  -4.608  28.645
O  -6.305  -4.644  27.691
C  -5.087  -5.280  27.813
O  -4.665  -5.812  28.814
O  -4.295  -5.132  26.760
C  -4.621  -4.284  25.620
H  -8.022  -5.245  28.129
H  -7.731  -3.629  28.862
H  -6.982  -5.173  29.520
H  -4.395  -3.235  25.813
H  -5.709  -4.293  25.545
H  -4.193  -4.656  24.689

Results
Net charge: -2
Frontier orbital gap (Eh): 0.059
2S+1: 1

---

6.
Molecular formula: C31H33IN5O2Pd
Method: DFT, the ωB97M-V functional and the def2-TZVPD basis

Cartesian coordinates (Å):
Pd  -1.019  -0.523  -0.125
O  4.263  2.726  4.716
N  4.140  2.590  3.483
O  4.972  3.082  2.698
C  3.041  1.878  3.016
C  2.142  1.405  3.981
C  0.989  0.714  3.644
C  0.085  0.237  4.630
C  -1.052  -0.402  4.230
C  -1.302  -0.571  2.865
N  -0.459  -0.165  1.918
C  0.668  0.462  2.277
C  1.590  0.918  1.266
N  1.252  0.669  -0.011
C  2.060  1.089  -0.976
C  3.253  1.746  -0.729
C  3.620  2.005  0.576
C  2.779  1.615  1.629
H  2.358  1.597  5.020
H  0.325  0.400  5.672
H  -1.772  -0.773  4.945
H  -2.229  -1.034  2.543
H  1.741  0.892  -1.993
H  3.886  2.057  -1.549
H  4.540  2.515  0.796
I  -2.836  -2.744  -2.068
C  -1.807  -0.827  -1.960
H  -2.593  -0.123  -2.248
H  -1.080  -0.870  -2.775
C  -2.556  4.268  -1.666
N  -1.512  3.377  -1.219
C  -1.169  2.422  -2.246
C  -1.716  2.788  0.097
C  -2.913  1.873  0.287
C  -4.155  2.443  0.556
C  -5.272  1.661  0.784
C  -5.150  0.284  0.786
C  -3.918  -0.295  0.523
C  -2.795  0.479  0.248
H  -2.203  4.787  -2.560
H  -2.756  5.012  -0.895
H  -3.498  3.751  -1.923
H  -0.634  2.946  -3.042
H  -2.055  1.942  -2.687
H  -0.518  1.646  -1.827
H  -1.793  3.624  0.804
H  -0.797  2.233  0.332
H  -4.240  3.523  0.602
H  -6.231  2.127  0.973
H  -6.009  -0.341  0.990
H  -3.848  -1.381  0.531
C  2.793  -2.456  -4.249
N  2.501  -2.857  -2.889
C  3.592  -2.526  -1.999
C  1.232  -2.321  -2.414
C  0.733  -3.026  -1.172
C  1.101  -4.356  -0.977
C  0.627  -5.091  0.093
C  -0.268  -4.512  0.972
C  -0.661  -3.198  0.774
C  -0.135  -2.426  -0.257
H  3.673  -3.001  -4.598
H  2.998  -1.377  -4.345
H  1.955  -2.709  -4.899
H  4.471  -3.107  -2.283
H  3.314  -2.789  -0.980
H  3.849  -1.453  -2.023
H  0.506  -2.495  -3.221
H  1.284  -1.234  -2.221
H  1.769  -4.810  -1.698
H  0.935  -6.123  0.220
H  -0.674  -5.079  1.799
H  -1.410  -2.791  1.451

Results
Net charge: -1
Frontier orbital gap (Eh): 0.144
2S+1: 1